20
Properties=species:S:1:pos:R:3:lowdin_charge:R:1 method="wB97M-V/def2-TZVPD" energy_ev=-10969.019 max_force_ev_per_a=6.1
C 0.971 0.757 -1.319 -0.03
C 1.998 0.200 -0.593 -0.23
C 1.479 -0.947 1.324 0.08
C -0.434 0.673 -0.699 -0.34
C -0.827 -0.749 -0.342 -0.33
C -0.429 1.570 0.551 -0.06
C -2.038 -1.074 0.491 -0.06
N 2.239 -0.300 0.616 0.00
O -0.081 -1.776 -0.902 -0.03
H 1.098 1.241 -2.319 0.12
H 2.932 0.350 -1.106 0.10
H 1.639 -1.298 2.380 0.08
H -1.074 1.101 -1.493 0.13
H -0.384 2.700 0.192 0.13
H 0.353 1.226 1.158 0.03
H -1.272 1.448 1.177 0.05
H -1.646 -1.446 1.551 0.11
H -2.635 -1.944 0.052 0.09
H -2.669 -0.172 0.599 0.07
H 0.779 -1.559 -1.316 0.09